# 1
Below is a molecular structure, C48H44N5O2PdS3Se at a distorted geometry, with properties calculated with wB97M-V/def2-TZVPD.

CARTESIAN COORDINATES (ANGSTROEM)
1 Pd -0.25435 0.86549 1.44108
2 C 6.85326 -2.08698 -1.80313
3 C 5.90108 -1.35624 -0.89681
4 C 5.57822 -0.02281 -1.14019
5 C 4.72929 0.67143 -0.29388
6 C 4.19299 0.03979 0.81854
7 C 4.46745 -1.29639 1.05135
8 C 5.31601 -1.98765 0.19491
9 S 3.23558 0.98774 2.00456
10 O 2.55753 0.03253 2.80215
11 O 4.20325 1.84426 2.65644
12 N 2.17221 1.76160 1.12726
13 C 2.26746 3.03704 0.69909
14 C 3.39051 3.86215 0.65670
15 C 3.33123 5.15361 0.11898
16 C 2.17630 5.67883 -0.39494
17 C 1.00072 4.89828 -0.35419
18 C -0.22998 5.36608 -0.85963
19 C -1.33859 4.57406 -0.78524
20 C -1.22425 3.31170 -0.18541
21 N -0.09826 2.83535 0.29854
22 C 1.02898 3.59578 0.20502
23 H 7.62423 -1.41752 -2.18577
24 H 6.32931 -2.51358 -2.65960
25 H 7.34379 -2.90770 -1.27985
26 H 6.02176 0.48676 -1.98920
27 H 4.50701 1.71513 -0.47840
28 H 4.02441 -1.77735 1.91353
29 H 5.54377 -3.02923 0.39234
30 H 4.31983 3.49438 1.06400
31 H 4.23875 5.74670 0.11006
32 H 2.14100 6.67431 -0.81888
33 H -0.27515 6.35670 -1.29773
34 H -2.29854 4.89905 -1.16301
35 H -2.08430 2.66420 -0.11004
36 S -0.38789 2.00959 3.38304
37 C -0.44109 0.81218 4.64142
38 C -0.33851 1.17951 5.97728
39 C -0.42821 0.22612 6.98630
40 C -0.33223 0.63942 8.35373
41 N -0.25805 0.99650 9.44452
42 C -0.61528 -1.12392 6.64991
43 C -0.70546 -1.49241 5.31133
44 C -0.61844 -0.53997 4.30404
45 S -0.76691 -0.98870 2.63099
46 C -0.71325 -2.13031 7.66359
47 N -0.80893 -2.95236 8.46249
48 H -0.18623 2.21819 6.24007
49 H -0.84209 -2.53503 5.05478
50 Se 1.01522 -1.22622 -0.54284
51 C 1.71527 -2.60647 -1.68883
52 C 1.02087 -3.81709 -1.71379
53 C 1.49874 -4.88725 -2.45794
54 C 2.65344 -4.74324 -3.21168
55 C 3.33730 -3.53663 -3.20101
56 C 2.88416 -2.47652 -2.42749
57 H 0.10276 -3.90821 -1.14937
58 H 0.96139 -5.82722 -2.45813
59 H 3.02262 -5.56957 -3.80661
60 H 4.23771 -3.42305 -3.79143
61 H 3.44789 -1.55895 -2.38631
62 C -1.59959 -1.86585 -5.05223
63 C -1.07196 -1.06299 -3.89152
64 C 0.20618 -0.36495 -4.06436
65 C 0.81963 0.21405 -3.02289
66 C 2.10785 0.96842 -3.09156
67 C 0.18713 0.10380 -1.69288
68 C -1.28415 -0.18595 -1.62020
69 C -1.79019 -0.96502 -2.74635
70 N -1.84973 0.21328 -0.53846
71 C -3.26329 -0.05603 -0.22725
72 C -3.50478 -1.56599 -0.06133
73 C -4.97269 -1.82963 0.28710
74 C -5.87201 -1.26165 -0.81545
75 C -5.66461 0.25267 -0.92872
76 C -6.00392 0.91411 0.40822
77 C -5.08184 0.34905 1.49006
78 C -5.30955 -1.15898 1.61970
79 C -3.62105 0.60842 1.11473
80 C -4.20275 0.53721 -1.29119
81 H -0.82808 -2.03204 -5.80267
82 H -2.43098 -1.34559 -5.53301
83 H -1.96555 -2.83632 -4.71739
84 H 0.64516 -0.33471 -5.05556
85 H 2.57508 0.89168 -4.07286
86 H 2.80187 0.62012 -2.32389
87 H 1.92265 2.02403 -2.87012
88 H 0.40534 0.97252 -1.07079
89 H -2.74192 -1.47416 -2.67840
90 H -2.85260 -1.92989 0.73591
91 H -3.24180 -2.11427 -0.97000
92 H -5.13014 -2.90981 0.36631
93 H -6.92169 -1.47815 -0.59208
94 H -5.64005 -1.74205 -1.77257
95 H -6.31049 0.65113 -1.71777
96 H -7.05140 0.72603 0.66545
97 H -5.87526 1.99848 0.33240
98 H -5.28694 0.83526 2.44756
99 H -6.35042 -1.36453 1.89191
100 H -4.67304 -1.56375 2.41113
101 H -2.96178 0.22397 1.89125
102 H -3.44388 1.68519 1.05843
103 H -4.02783 1.61833 -1.34098
104 H -3.99223 0.13861 -2.28433

Atoms 1-2, force components in eV/Å:
-1.060 0.434 -0.152
-0.010 -0.044 0.020

Values from the calculation:
Relative energy (zero: lowest compared OMol25 entry of this formula, charge and spin), kcal/mol: 11.65
LUMO energy, eV: 1.55
Net charge: -1



# 2
Below is a molecular structure, C48H45Br6N7O17 at a distorted geometry, with properties calculated with wB97M-V/def2-TZVPD.

CARTESIAN COORDINATES (ANGSTROEM)
1 C -13.52295 -1.50300 12.57625
2 C -13.87731 -2.29460 13.66356
3 C -14.49452 -3.50315 13.44711
4 C -14.78717 -3.93467 12.12504
5 C -14.43710 -3.10795 11.02673
6 C -13.81433 -1.91900 11.30832
7 N -15.35491 -5.25941 11.93051
8 O -15.80296 -5.56272 10.84111
9 O -15.18450 -6.11015 12.80042
10 H -12.91052 -0.65847 12.85571
11 H -13.50415 -2.05822 14.64909
12 H -14.88973 -4.10619 14.25120
13 H -14.63648 -3.49621 10.03885
14 H -13.52179 -1.41576 10.39861
15 C -17.20011 2.38991 21.17142
16 C -16.25464 3.38436 21.35774
17 C -16.12902 4.41976 20.52993
18 C -16.92872 4.42848 19.31022
19 C -17.69700 3.32675 19.03300
20 C -17.98119 2.34708 20.02042
21 N -16.96848 5.51562 18.31255
22 O -16.24351 6.45692 18.54748
23 O -17.57873 5.25910 17.29866
24 H -17.40759 1.68642 21.96417
25 H -15.66588 3.21483 22.24714
26 H -15.56790 5.29972 20.80780
27 H -18.27277 3.18234 18.13076
28 H -18.79589 1.65498 19.86655
29 C -21.82134 -10.72837 16.80705
30 C -20.83670 -9.91712 16.48735
31 C -20.52457 -8.84255 17.28149
32 C -21.24552 -8.59587 18.43634
33 C -22.25595 -9.45803 18.78540
34 C -22.54250 -10.56292 17.94404
35 N -20.86573 -7.47048 19.39986
36 O -19.68997 -7.03953 19.44205
37 O -21.72277 -7.05285 20.19016
38 H -21.94031 -11.60709 16.19053
39 H -20.24629 -10.23826 15.64195
40 H -19.77338 -8.12722 16.98080
41 H -23.02727 -9.36709 19.53586
42 H -23.36604 -11.22581 18.16486
43 C -7.32294 -3.14866 16.31087
44 C -7.71495 -1.84043 16.65449
45 C -9.07974 -1.68011 17.00774
46 C -10.02228 -2.69817 16.63589
47 C -9.57898 -3.94845 16.25045
48 C -8.20157 -4.18525 16.13117
49 N -11.48073 -2.51833 16.96786
50 O -11.85974 -1.56926 17.59819
51 O -12.23023 -3.40814 16.52675
52 H -6.30319 -3.46713 16.15245
53 H -7.06488 -1.04112 16.97839
54 H -9.39967 -0.69712 17.32045
55 H -10.29362 -4.73065 16.04107
56 H -7.91329 -5.12969 15.69378
57 C -11.69028 4.67580 17.75280
58 C -12.82305 4.23893 18.46534
59 C -13.42680 3.06497 17.94193
60 C -12.87000 2.26035 16.98923
61 C -11.70998 2.70162 16.37006
62 C -11.18812 3.96193 16.65383
63 N -13.48162 0.95445 16.61966
64 O -14.45434 0.56922 17.22761
65 O -13.03077 0.32376 15.64625
66 H -11.39771 5.69085 17.97746
67 H -13.28625 4.70603 19.32188
68 H -14.26575 2.58616 18.42495
69 H -11.34789 2.13145 15.52733
70 H -10.36528 4.46848 16.17140
71 C -22.15441 -3.87855 16.25095
72 C -21.43068 -3.83347 17.48027
73 C -22.13199 -4.21391 18.55911
74 C -23.50600 -4.40538 18.53570
75 C -24.16202 -4.48691 17.28364
76 C -23.47154 -4.16822 16.09106
77 N -24.28431 -4.40939 19.78869
78 O -25.40576 -4.90456 19.80734
79 O -23.93622 -3.80406 20.80385
80 H -21.52809 -3.78972 15.37560
81 H -20.36383 -3.66757 17.45374
82 H -21.60567 -4.09704 19.49491
83 H -25.20147 -4.77794 17.24830
84 H -23.90828 -4.24857 15.10658
85 C -16.17291 -4.74265 17.01684
86 C -15.57211 -3.52382 17.09826
87 C -16.09449 -2.51469 17.96394
88 C -17.29630 -2.79337 18.66460
89 C -17.85259 -4.05649 18.61423
90 C -17.24884 -5.04982 17.86761
91 N -17.92554 -1.76113 19.52422
92 O -17.27136 -0.92102 20.05817
93 O -19.02365 -1.88042 19.88972
94 H -15.64790 -5.37244 16.31389
95 H -14.64441 -3.29114 16.59662
96 H -15.48968 -1.63739 18.13985
97 H -18.60099 -4.26730 19.36380
98 H -17.67848 -6.03858 17.80316
99 C -17.90726 -2.73335 22.91159
100 C -18.18243 -2.63735 24.43672
101 O -19.03940 -3.73796 24.58295
102 C -19.71604 -3.99148 25.71460
103 O -19.59277 -3.41801 26.80220
104 O -20.65419 -5.02939 25.46800
105 C -21.36447 -5.45288 26.60535
106 H -17.09362 -2.06680 22.62561
107 H -18.84883 -2.53515 22.39946
108 H -17.68795 -3.73226 22.53449
109 H -18.65202 -1.79719 24.94830
110 H -17.23625 -2.80797 24.95028
111 H -20.75246 -5.98882 27.33082
112 H -22.12606 -6.15048 26.25686
113 H -21.80564 -4.66276 27.21295
114 C -13.58097 -8.02876 15.13771
115 Br -15.10505 -8.26379 16.36551
116 Br -12.84477 -9.76848 14.51586
117 Br -12.25090 -7.02140 16.14541
118 H -13.80917 -7.37576 14.29533
119 C -20.42316 0.36965 22.10225
120 Br -21.87182 -0.09931 20.83664
121 Br -20.70472 -0.52599 23.79574
122 Br -20.36215 2.29359 22.44549
123 H -19.53386 -0.02103 21.60766

Atoms 1-2, force components in eV/Å:
0.518 -0.185 1.453
0.511 -0.374 -0.264

Values from the calculation:
LUMO energy, eV: -0.91
Net charge: 0



# 3
Below is a molecular structure, C48H45FN6O5W, with properties calculated with wB97M-V/def2-TZVPD.

CARTESIAN COORDINATES (ANGSTROEM)
1 W -0.75045 0.65584 0.25639
2 O -7.58902 -0.14377 1.55505
3 C -7.19349 0.61308 0.66283
4 O -7.73440 1.25302 -0.24260
5 C -5.63772 0.75350 0.65289
6 C -4.86851 0.10158 1.60547
7 C -3.49773 0.12242 1.48886
8 N -2.87502 0.78231 0.48328
9 C -3.62412 1.46196 -0.41277
10 C -5.00048 1.45744 -0.35585
11 C -2.85365 2.17750 -1.43111
12 C -3.44719 3.03445 -2.34482
13 C -2.65120 3.75037 -3.21861
14 C -1.27637 3.59834 -3.14266
15 C -0.75356 2.71610 -2.22237
16 N -1.51711 1.99064 -1.38889
17 C -2.60825 -0.68968 2.31716
18 C -3.04985 -1.42558 3.40759
19 C -2.17567 -2.29719 4.02658
20 C -0.88521 -2.42428 3.52813
21 C -0.49763 -1.63318 2.47166
22 N -1.33091 -0.75225 1.88477
23 H -5.41658 -0.44748 2.36175
24 H -5.64513 1.95120 -1.07253
25 H -4.51974 3.15455 -2.35252
26 H -3.09794 4.42974 -3.93160
27 H -0.60800 4.15773 -3.78084
28 H 0.31349 2.59538 -2.14527
29 H -4.06875 -1.32439 3.74960
30 H -2.50380 -2.88653 4.87212
31 H -0.17985 -3.12356 3.95323
32 H 0.50191 -1.68543 2.06977
33 C 0.98505 3.06766 7.09606
34 C 2.21402 2.51897 6.39125
35 C 2.93165 1.48689 7.24368
36 C 4.19654 1.01544 6.55144
37 C 3.87837 0.50035 5.17778
38 C 4.68070 -0.43629 4.57325
39 C 4.37876 -0.92110 3.29904
40 F 5.19999 -1.81892 2.75582
41 C 3.27869 -0.50846 2.60892
42 C 2.43695 0.44660 3.20400
43 C 1.27275 0.90596 2.50334
44 O 0.98371 0.36927 1.34875
45 C 0.49535 1.88333 3.11624
46 C 0.81656 2.31836 4.38723
47 N 1.88289 1.90412 5.05591
48 C 2.73320 0.96020 4.48445
49 C -0.70489 2.42350 2.40666
50 O -1.73959 2.69953 2.95179
51 O -0.47658 2.50655 1.09507
52 H 1.27926 3.35216 8.10490
53 H 0.20116 2.31295 7.17873
54 H 0.57797 3.96260 6.62865
55 H 2.90544 3.33510 6.16348
56 H 2.25925 0.64896 7.44849
57 H 3.17115 1.94796 8.20073
58 H 4.69544 0.23650 7.12678
59 H 4.90366 1.84652 6.47034
60 H 5.56053 -0.81521 5.07782
61 H 3.06272 -0.89281 1.62285
62 H 0.17883 3.04433 4.86757
63 C 3.71450 -0.63906 -5.28002
64 C 4.01410 0.35680 -4.16024
65 C 5.31719 -0.05782 -3.45847
66 C 4.17488 1.75917 -4.76851
67 C 2.90440 0.40672 -3.12436
68 C 3.00525 1.25645 -2.01655
69 C 2.00361 1.29077 -1.08063
70 N 0.89667 0.53207 -1.18458
71 C 0.77675 -0.30468 -2.22924
72 C 1.76013 -0.37782 -3.20537
73 C -0.42803 -1.15427 -2.22572
74 C -0.74879 -2.01751 -3.25985
75 C -1.88119 -2.82454 -3.19126
76 C -2.64814 -2.71858 -2.02938
77 C -2.28792 -1.83538 -1.04152
78 N -1.19918 -1.05184 -1.12390
79 C -2.29625 -3.76767 -4.30586
80 C -2.40869 -5.18970 -3.73403
81 C -3.66720 -3.31089 -4.83240
82 C -1.29491 -3.77230 -5.45999
83 H 4.53748 -0.63376 -5.99335
84 H 2.80871 -0.37562 -5.83052
85 H 3.61883 -1.66014 -4.90455
86 H 6.12348 -0.09747 -4.19070
87 H 5.22551 -1.04525 -3.00311
88 H 5.61032 0.65316 -2.68544
89 H 4.97151 1.74064 -5.51208
90 H 4.44353 2.50357 -4.01819
91 H 3.25868 2.08298 -5.26539
92 H 3.86654 1.89444 -1.87846
93 H 2.04955 1.94230 -0.21857
94 H 1.64498 -1.06755 -4.02529
95 H -0.11927 -2.05887 -4.13366
96 H -3.54112 -3.31111 -1.89010
97 H -2.89495 -1.73327 -0.15364
98 H -3.17122 -5.26092 -2.95823
99 H -1.45817 -5.52748 -3.31772
100 H -2.69056 -5.87667 -4.53168
101 H -4.42815 -3.31836 -4.05149
102 H -3.99583 -3.98894 -5.61996
103 H -3.61525 -2.30507 -5.25256
104 H -0.30286 -4.09933 -5.14005
105 H -1.21220 -2.79205 -5.93462
106 H -1.63427 -4.47002 -6.22439

Atoms 1-2, force components in eV/Å:
0.169 -0.226 -0.784
0.001 -0.033 0.071

Values from the calculation:
LUMO energy (alpha / beta), eV: -6.01 / -6.58
<S²>: 2.014
Net charge: +2
Spin multiplicity: 3



# 4
Below is a molecular structure, C48H45N4OP3RuS, with properties calculated with wB97M-V/def2-TZVPD.

CARTESIAN COORDINATES (ANGSTROEM)
1 Ru -0.16008 0.28857 -0.33570
2 O -1.00246 1.06928 2.83649
3 S -0.16109 0.24157 1.96680
4 C 1.54524 0.43699 2.48200
5 C 1.82095 0.93850 3.74456
6 C 3.14351 0.99768 4.15186
7 C 4.15750 0.55927 3.30618
8 C 3.86225 0.09780 2.03374
9 C 2.53909 0.04607 1.60150
10 P 2.06318 -0.33738 -0.12786
11 C 2.75026 -1.99801 -0.40078
12 C 2.90681 -2.86717 0.67713
13 C 3.28874 -4.18444 0.46508
14 C 3.52067 -4.64382 -0.82381
15 C 3.35838 -3.78649 -1.90413
16 C 2.96210 -2.47457 -1.69507
17 C 3.23028 0.80707 -0.95196
18 C 2.86406 2.15056 -1.01313
19 C 3.74083 3.10128 -1.50948
20 C 4.99816 2.71944 -1.95587
21 C 5.38116 1.38911 -1.87919
22 C 4.50795 0.43814 -1.36976
23 C -0.37316 -1.48713 2.47533
24 C -0.18877 -1.83260 3.80570
25 C -0.31650 -3.16179 4.17468
26 C -0.63375 -4.12624 3.22558
27 C -0.86052 -3.76560 1.90607
28 C -0.73857 -2.43350 1.52422
29 P -1.17260 -1.77762 -0.11565
30 C -2.94523 -1.38100 0.10934
31 C -3.59506 -0.68261 -0.91048
32 C -4.93119 -0.34370 -0.79635
33 C -5.63568 -0.68401 0.35284
34 C -4.99978 -1.37223 1.37216
35 C -3.66180 -1.72820 1.24934
36 C -1.21574 -3.24479 -1.19094
37 C -2.40932 -3.75228 -1.69880
38 C -2.39578 -4.86797 -2.52511
39 C -1.19749 -5.48998 -2.83963
40 C -0.00717 -5.00245 -2.31566
41 C -0.01751 -3.88530 -1.49752
42 H 1.01152 1.28457 4.37484
43 H 3.38728 1.39098 5.12972
44 H 5.18804 0.60632 3.63200
45 H 4.66200 -0.19099 1.36299
46 H 2.73308 -2.51606 1.68856
47 H 3.41099 -4.84990 1.30959
48 H 3.82630 -5.66897 -0.98670
49 H 3.53594 -4.14025 -2.91151
50 H 2.82188 -1.81993 -2.54724
51 H 1.87575 2.44387 -0.67351
52 H 3.44207 4.14069 -1.55362
53 H 5.68120 3.45788 -2.35413
54 H 6.36665 1.08806 -2.20926
55 H 4.83739 -0.58852 -1.29120
56 H 0.05772 -1.07846 4.54137
57 H -0.16148 -3.44850 5.20623
58 H -0.72048 -5.16343 3.52118
59 H -1.14198 -4.51056 1.17232
60 H -3.04550 -0.39592 -1.79860
61 H -5.42383 0.19201 -1.59774
62 H -6.67799 -0.41088 0.44999
63 H -5.54252 -1.63667 2.26978
64 H -3.18378 -2.26982 2.05485
65 H -3.35218 -3.27844 -1.46049
66 H -3.32707 -5.24901 -2.92260
67 H -1.19087 -6.35734 -3.48637
68 H 0.93169 -5.49010 -2.54463
69 H 0.90970 -3.50920 -1.09312
70 N -1.00264 1.91772 -0.39451
71 C -1.57254 3.07794 -0.09771
72 C -2.98465 3.17000 -0.00171
73 C -3.57956 4.37322 0.30120
74 C -2.80128 5.51440 0.49699
75 C -1.41177 5.44365 0.39103
76 C -0.79721 4.24766 0.09886
77 H -3.56462 2.26746 -0.14874
78 H -4.65623 4.43367 0.39030
79 H -3.27536 6.45751 0.73193
80 H -0.81457 6.33291 0.54296
81 H 0.27971 4.17380 0.01821
82 C -0.08016 1.97852 -5.32254
83 N 0.97152 1.00350 -5.04026
84 C 0.56296 -0.29222 -5.57647
85 N -0.72666 -0.75226 -5.06905
86 C -1.73273 0.27286 -5.34063
87 N -1.39073 1.58966 -4.80626
88 C -1.40451 1.59182 -3.34795
89 P -0.20141 0.38748 -2.61971
90 C 1.26822 0.92887 -3.61263
91 C -0.65375 -1.08448 -3.65029
92 H -0.15852 2.08737 -6.40557
93 H 0.20142 2.94297 -4.89617
94 H 1.32743 -1.03632 -5.34201
95 H 0.48820 -0.20268 -6.66150
96 H -2.69152 -0.04573 -4.92613
97 H -1.83706 0.36200 -6.42337
98 H -2.40901 1.35482 -2.98743
99 H -1.16280 2.59072 -2.97284
100 H 2.10088 0.23875 -3.45019
101 H 1.59480 1.90754 -3.25763
102 H -1.61605 -1.48414 -3.32164
103 H 0.08384 -1.87579 -3.49738

Atoms 1-2, force components in eV/Å:
0.114 -0.653 0.009
0.095 -0.006 -0.051

Values from the calculation:
Relative energy (zero: lowest compared OMol25 entry of this formula, charge and spin), kcal/mol: 0.00
LUMO energy (alpha / beta), eV: -2.27 / -3.08
<S²>: 0.803
Net charge: +1
Spin multiplicity: 2



Q: Look up the net charge of the second one.
A: 0